1.
Entry from the OMol25 dataset: a molecular structure, C31H32BrCsN5O6S (ωB97M-V with the def2-TZVPD basis set).

```
! wB97M-V def2-TZVPD RIJCOSX def2/J DEFGRID3
* xyz -1 1
Cs -0.17713 -0.50664 -0.70973
N 0.99957 -3.40126 3.51350
N 1.78707 -2.61470 2.62160
C 1.11380 -1.72790 1.71050
O 1.82947 -0.82442 1.25645
O -0.06388 -2.07343 1.45096
H 0.29937 -3.85456 2.91854
H 0.42786 -2.75754 4.07950
H 2.54124 -2.14800 3.11155
O -1.93449 1.68147 -1.09299
C -2.23233 1.92916 -2.47149
C -1.45860 0.92151 -3.34346
O -0.99591 1.34502 -4.39233
O -1.41724 -0.23547 -2.87081
C -3.70214 1.72535 -2.79189
C -4.13300 1.97024 -4.08873
C -5.45640 1.76938 -4.43234
C -6.36233 1.31426 -3.47954
C -5.93150 1.05273 -2.19411
C -4.59767 1.25363 -1.85136
C -1.78682 3.38110 -2.70172
C -2.67003 4.44030 -2.78452
C -2.20622 5.75787 -2.83226
C -0.85342 6.01691 -2.79211
C 0.04658 4.95408 -2.70559
C -0.41628 3.65768 -2.66163
H -2.27624 2.41403 -0.54680
H -3.42225 2.30057 -4.83296
H -5.77595 1.96234 -5.44560
H -7.39828 1.15610 -3.75457
H -6.62020 0.68082 -1.44731
H -4.23976 1.03016 -0.85397
H -3.73393 4.25149 -2.80320
H -2.92004 6.56777 -2.89974
H -0.49233 7.03731 -2.83072
H 1.11053 5.14388 -2.68026
H 0.28435 2.83656 -2.60954
C 5.27080 -3.25827 1.90348
C 5.30133 -3.47932 0.40349
C 4.11226 -2.88043 -0.31379
N 2.88184 -3.55560 0.03475
C 2.01081 -3.99450 -0.85292
S 2.09380 -3.82290 -2.51132
N 0.88254 -4.60880 -0.27696
C 0.81270 -5.44718 0.79373
O -0.22851 -5.68971 1.36902
C 2.09621 -6.13124 1.13668
C 2.48479 -6.20200 2.46705
C 3.66229 -6.86226 2.78603
C 4.41897 -7.46160 1.79134
C 4.01115 -7.40370 0.46755
C 2.84786 -6.72917 0.13587
H 6.14410 -3.68393 2.39314
H 4.39914 -3.72202 2.35943
H 5.23742 -2.19811 2.15148
H 5.34595 -4.55166 0.19186
H 6.20456 -3.04203 -0.03294
H 4.21481 -2.95195 -1.40740
H 3.96710 -1.82208 -0.06701
H 2.57102 -3.46132 1.00387
H -0.00367 -4.37407 -0.71561
H 1.89513 -5.71740 3.23166
H 3.98900 -6.90339 3.81466
H 5.33394 -7.97801 2.04784
H 4.60069 -7.87560 -0.30360
H 2.52557 -6.64823 -0.89090
Br -0.22738 7.05509 1.72955
C -1.02296 5.36058 1.89768
C -1.01801 4.68525 3.10762
C -1.61415 3.43623 3.16537
C -2.18771 2.93861 2.00641
N -2.19415 3.59424 0.85587
C -1.61626 4.78094 0.78421
H -0.54750 5.13091 3.97232
H -1.62398 2.85182 4.07048
H -2.65814 1.96344 1.98174
H -1.61356 5.27770 -0.17647
*
```

Summary:
- ΔE to the lowest compared entry with this formula, charge and spin: 0.969 eV
- Electronic energy: -133832.2384 eV
- LUMO energy: 0.070 Eh
- HOMO-LUMO gap: 7.5625 eV
- Highest occupied orbital energy: -5.646 eV

2.
Entry from the OMol25 dataset: a molecular structure, C2H4AuO (ωB97M-V with the def2-TZVPD basis set).

```
! wB97M-V def2-TZVPD RIJCOSX def2/J DEFGRID3
* xyz 2 4
O 2.66648 0.63817 0.35802
Au 1.51626 -0.43969 -0.40257
C -0.49678 0.62256 0.06367
C -0.82597 -0.68936 -0.06123
H -0.32722 1.03757 1.06279
H -0.55357 1.28824 -0.80403
H -0.85949 -1.34848 0.81109
H -1.11970 -1.10901 -1.02774
*
```

Summary:
- Electronic energy: -7849.0609 eV
- LUMO energy (spin up / spin down): -0.457 / -0.587 Eh
- HOMO-LUMO gap (spin up / spin down): 10.6774 / 7.9719 eV
- Highest occupied orbital energy (spin up / spin down): -23.108 / -23.932 eV

> Which value of electronic energy does entry 2 give?

-7849.0609 eV